One molecule with the formula C3H7NO3. Source: OMol25; level of theory: ωB97M-V/def2-TZVPD.

Highest occupied orbital energy, eV: -9.92
Charge: 0
Structure (SMILES): N[C@H](CO)C(=O)O
Energy above the lowest of the compared OMol25 structures with the same formula, charge and spin, kcal/mol: 59.90
Orbital gap, eV: 10.45

XYZ file:
```
14
Properties=species:S:1:pos:R:3:lowdin_charge:R:1
O -0.28552 -2.47403 0.47780 0.127
O -0.21381 1.81631 1.30511 -0.084
O 0.47056 -1.85118 -1.49461 0.086
N -0.42432 0.68084 -1.41629 0.055
C -0.26350 -1.63497 -0.37255 -0.454
C 0.28223 0.48065 0.96481 -0.236
C -0.48296 -0.12376 -0.11331 -0.309
H -1.33448 1.16559 -1.52600 0.084
H 1.25551 -2.25644 -1.14401 0.109
H 0.55714 2.35830 1.58063 0.100
H 0.25310 1.39149 -1.04372 0.075
H 0.34555 -0.06001 1.97143 0.152
H -1.52544 -0.04647 0.21057 0.148
H 1.36594 0.55369 0.60016 0.147
```


One molecule with the formula C2H4NP. Source: OMol25; level of theory: ωB97M-V/def2-TZVPD.

Highest occupied orbital energy, eV: -8.69
Charge: 0
Structure (SMILES): C=C=NP
Energy above the lowest of the compared OMol25 structures with the same formula, charge and spin, kcal/mol: 28.79
Orbital gap, eV: 9.51

XYZ file:
```
8
Properties=species:S:1:pos:R:3:lowdin_charge:R:1
P 2.12648 -0.17576 -0.03878 0.719
N 0.47944 0.05497 -0.45706 -0.256
C -1.98566 -0.30818 -0.00613 -0.012
C -0.67968 -0.14336 -0.20307 -0.272
H -2.41721 0.33368 0.64529 -0.001
H -2.58091 -0.91798 -0.71565 0.066
H 2.29075 -0.93538 1.28330 -0.092
H 2.45340 1.11208 0.29644 -0.152
```


A 2-piece molecular cluster, C4H10N2 overall. Source: OMol25; level of theory: ωB97M-V/def2-TZVPD.

Highest occupied orbital energy, eV: -6.18
Charge: 0
Energy above the lowest of the compared OMol25 structures with the same formula, charge and spin, kcal/mol: 104.54
Orbital gap, eV: 6.71

XYZ file:
```
16
Properties=species:S:1:pos:R:3:lowdin_charge:R:1
N -0.96915 -2.00333 0.15279 0.118
N -0.94565 0.30039 0.57458 -0.011
C 2.16830 0.29744 0.17210 -0.272
C -1.07723 1.66018 0.05950 -0.059
C -1.26400 -0.73757 -0.16000 -0.201
C 1.60192 -0.66503 -0.57406 -0.219
H -0.21954 1.88573 -0.57870 0.083
H -2.00143 1.74870 -0.51178 0.087
H 3.23669 0.54022 0.22447 0.007
H -0.15446 0.16443 1.20008 0.116
H -1.97564 -0.55420 -0.95868 0.148
H 1.58419 0.96527 0.82984 -0.023
H -1.11239 2.35442 0.89651 0.090
H 0.02746 -2.07932 0.38611 0.079
H 2.35736 -1.19099 -1.18037 -0.050
H -1.25643 -2.68635 -0.53240 0.108
```


A 3-piece molecular cluster, C4H16N2O2 overall. Source: OMol25; level of theory: ωB97M-V/def2-TZVPD.

Highest occupied orbital energy, eV: -9.33
Charge: 0
Structure (SMILES): C[C@@H](N)CCN.O.O
Energy above the lowest of the compared OMol25 structures with the same formula, charge and spin, kcal/mol: 59.91
Orbital gap, eV: 10.01

XYZ file:
```
24
Properties=species:S:1:pos:R:3:lowdin_charge:R:1
O -4.17031 -0.75276 1.01833 0.016
O 3.67131 0.94760 0.31415 0.018
N -0.02479 -0.11120 2.18895 -0.004
N 1.08156 -1.41042 -0.92695 0.023
C -0.72479 0.72023 1.16468 -0.243
C 0.28288 0.85949 -0.09691 -0.146
C -0.04880 0.11814 -2.60412 -0.112
C 0.04485 -0.21418 -1.15056 -0.407
H -0.85727 -0.85469 -0.82033 0.133
H 1.94819 -1.20722 -0.51577 0.001
H 2.93464 0.99586 0.77424 -0.078
H -3.79219 -0.55746 0.22578 -0.029
H 0.23062 -0.92098 1.78327 -0.014
H -1.12172 1.68276 1.56886 0.105
H 1.22470 -1.97573 -1.76629 0.057
H -1.74683 0.36177 0.77337 0.085
H -0.58467 -0.58371 -3.26912 0.073
H -0.67297 1.04905 -2.85112 0.089
H 3.64645 0.22836 -0.31018 0.033
H -0.65598 -0.28565 3.07454 0.119
H 0.94491 0.45569 -3.10741 0.108
H 1.31699 1.09714 0.08624 0.071
H -3.52072 -1.08636 1.57538 -0.002
H -0.02437 1.79166 -0.59396 0.105
```


One molecule with the formula C5H7F. Source: OMol25; level of theory: ωB97M-V/def2-TZVPD.

Highest occupied orbital energy, eV: -9.46
Charge: 0
Structure (SMILES): C=CC/C=C/F
Energy above the lowest of the compared OMol25 structures with the same formula, charge and spin, kcal/mol: 30.77
Orbital gap, eV: 10.64

XYZ file:
```
13
Properties=species:S:1:pos:R:3:lowdin_charge:R:1
F 3.47162 -0.58992 0.05196 -0.072
C -0.14874 0.58527 -0.02428 -0.229
C -2.45134 -0.35036 0.17838 0.005
C 2.36580 0.27756 -0.10505 -0.092
C -1.20286 -0.39128 -0.37625 -0.215
C 1.13817 -0.18380 0.21164 -0.097
H -2.64602 0.31759 1.03973 0.061
H 0.13998 1.29461 -0.87848 0.143
H -0.49936 1.10804 0.85171 0.101
H 1.13715 -1.10269 0.77236 0.112
H -3.23061 -1.05920 -0.25642 0.072
H 2.79889 1.23766 -0.40032 0.117
H -0.87268 -1.14347 -1.06498 0.092
```


One molecule with the formula C6H15NO. Source: OMol25; level of theory: ωB97M-V/def2-TZVPD.

Highest occupied orbital energy, eV: -8.43
Charge: 0
Structure (SMILES): CCN(C)CCCO
Energy above the lowest of the compared OMol25 structures with the same formula, charge and spin, kcal/mol: 69.72
Orbital gap, eV: 9.37

XYZ file:
```
23
Properties=species:S:1:pos:R:3:lowdin_charge:R:1
O 0.12265 2.78955 -2.71830 -0.083
N -0.12097 -1.03274 0.10274 -0.234
C 0.46650 2.60754 -1.32652 -0.259
C -0.23429 0.21313 -0.77423 -0.182
C -0.97931 -0.80423 1.28331 -0.271
C 0.93431 1.18117 -0.91387 -0.204
C -1.49979 -2.16294 1.87549 -0.083
C 1.26202 -1.32859 0.53876 -0.088
H -0.78729 -2.57271 2.55209 0.042
H -1.57469 -2.84440 1.05183 0.061
H 1.66043 -1.87410 -0.31782 0.083
H 1.90510 -0.44425 0.62454 0.062
H 1.61958 1.27148 -0.05232 0.100
H 1.23357 3.43254 -1.16976 0.126
H -1.89206 -0.21978 1.17143 0.099
H -0.35066 2.94796 -0.61165 0.119
H -1.16910 0.70044 -0.49688 0.098
H -0.36631 2.03516 -3.05743 0.072
H 1.63576 0.84976 -1.68043 0.110
H -2.49058 -2.01132 2.35074 0.075
H -0.25028 -0.40746 -1.80507 0.154
H -0.29295 -0.29660 1.98898 0.112
H 1.16837 -2.02958 1.38438 0.089
```


One molecule with the formula C3H4N2O2. Source: OMol25; level of theory: ωB97M-V/def2-TZVPD.

Highest occupied orbital energy, eV: -7.96
Charge: 0
Structure (SMILES): Oc1c[nH]c(O)n1
Energy above the lowest of the compared OMol25 structures with the same formula, charge and spin, kcal/mol: 29.23
Orbital gap, eV: 8.73

XYZ file:
```
11
Properties=species:S:1:pos:R:3:lowdin_charge:R:1
O -0.77027 0.74874 2.20024 0.062
O -0.38336 -1.30229 -1.96702 0.102
N 0.99804 0.12741 -0.76115 0.108
N -0.91255 -0.48134 0.18657 0.170
C -0.23859 0.38523 1.01389 -0.417
C -0.13027 -0.59499 -0.85609 -0.481
C 0.94610 0.78842 0.47522 -0.039
H -1.30321 -1.59457 -1.89462 0.121
H 1.59982 1.61706 0.68228 0.108
H 1.80902 0.02462 -1.35020 0.158
H -1.61472 0.28171 2.27088 0.109
```


An isolated ion of composition C5H10NO2 and charge -1. Source: OMol25; level of theory: ωB97M-V/def2-TZVPD.

Highest occupied orbital energy, eV: -3.60
Charge: -1
Structure (SMILES): CCC[C@@H](N)C(=O)[O-]
Energy above the lowest of the compared OMol25 structures with the same formula, charge and spin, kcal/mol: 25.56
Orbital gap, eV: 7.53

XYZ file:
```
18
Properties=species:S:1:pos:R:3:lowdin_charge:R:1
O 2.02503 -1.32465 -1.20658 -0.082
O 0.39974 -2.67354 -1.73634 -0.078
N -1.46250 -1.44353 -0.44256 0.023
C -0.19710 0.58039 -0.78266 -0.168
C 0.83217 -1.67508 -1.13749 -0.746
C -0.39588 1.48561 0.54729 -0.249
C 0.81426 1.31952 1.53602 -0.124
C -0.13785 -0.88196 -0.28171 -0.342
H -1.55480 -2.08532 -1.23315 0.067
H 0.71974 0.89924 -1.30310 0.097
H 0.62636 2.00934 2.40522 0.071
H -1.04795 0.90149 -1.41923 0.098
H 1.72566 1.57039 0.94059 0.085
H 1.01744 0.34678 1.80799 0.011
H -1.70033 -1.92830 0.37247 0.029
H 0.16289 -0.79705 0.79668 0.123
H -0.45665 2.54344 0.16183 0.092
H -1.37023 1.15322 0.97473 0.093
```


C6H9LiNaO2 as an isolated structure. Source: OMol25; level of theory: ωB97M-V/def2-TZVPD.

Highest occupied orbital energy (spin up / spin down), eV: -6.20 / -6.40
Charge: 0
Spin multiplicity: 2
Energy above the lowest of the compared OMol25 structures with the same formula, charge and spin, kcal/mol: 0.00
Orbital gap (spin up / spin down), eV: 4.51 / 4.66

XYZ file:
```
19
Properties=species:S:1:pos:R:3:mulliken_spin:R:1
Na 2.97555 -2.85229 1.13533 0.011
O 0.86135 2.36305 1.50824 0.001
O 1.76854 -1.07900 0.79395 0.114
C -0.62943 -2.59592 -1.45257 0.582
C 1.19655 -1.37021 -0.35447 0.451
C -0.00697 2.50846 0.47727 0.002
C -1.50713 2.53127 0.61623 -0.001
C -0.87904 1.27528 0.04497 0.004
C 0.43969 -2.52832 -0.55278 -0.186
Li 1.57400 0.72371 1.45801 -0.001
H -0.87342 1.08262 -1.03164 -0.003
H -2.09742 3.15129 -0.06461 0.000
H -0.64295 -1.94139 -2.32839 0.007
H 0.39064 -3.25734 0.27012 -0.002
H -1.89435 2.45120 1.63509 0.000
H 1.14247 -0.56234 -1.10459 0.017
H -1.28790 -3.46589 -1.42984 0.006
H -0.87174 0.43088 0.74313 -0.002
H 0.34156 3.13495 -0.36345 0.000
```


A 2-piece molecular cluster, C2H3BrN4O6 overall. Source: OMol25; level of theory: ωB97M-V/def2-TZVPD.

Highest occupied orbital energy, eV: -9.67
Charge: 0
Orbital gap, eV: 8.41

XYZ file:
```
16
Properties=species:S:1:pos:R:3:lowdin_charge:R:1
Br 2.62761 -1.07975 1.14714 0.877
O 0.89685 -1.85953 -1.01791 -0.009
O 1.14016 2.14658 -0.86233 0.093
O -2.39902 0.06241 2.03491 0.090
O 2.62884 1.87674 0.75009 0.081
O -0.71690 1.24877 1.46151 0.122
O 0.42187 0.10792 -1.89339 0.051
N 1.85528 1.33777 0.01889 -0.289
N -1.47639 0.34976 1.30608 -0.431
N -1.14065 -0.53686 0.31821 0.066
N 0.85700 -0.60935 -1.02847 -0.436
C 1.61416 -0.00424 -0.02624 -0.608
C -1.96519 -1.34509 -0.10607 0.076
H -3.06315 -1.42084 0.18192 0.130
H 0.42156 1.74001 -1.39253 0.103
H -1.70203 -2.01428 -0.89180 0.084
```


| no. | electronic energy (Eh) |
| --- | --- |
| 1 | -398.9422 |
| 2 | -474.6278 |
| 3 | -267.7587 |
| 4 | -421.8959 |
| 5 | -294.5045 |
| 6 | -367.5202 |
| 7 | -376.7172 |
| 8 | -401.7861 |
| 9 | -554.2638 |
| 10 | -3322.0855 |